[1]
Entry from OMol25: 10 unconnected molecules or ions with the total composition C18H53O20 at a distorted geometry (wB97M-V/def2-TZVPD).

XYZ file:
```
91
Properties=species:S:1:pos:R:3
O 7.003 9.818 -22.077
O 10.236 7.829 -19.731
O 9.372 6.349 -21.128
O 4.379 5.406 -18.446
O 8.081 12.125 -21.123
O 8.069 7.860 -20.245
O 7.245 2.548 -22.403
O 8.907 3.788 -20.059
O 6.900 6.992 -22.980
O 10.433 9.835 -16.358
O 8.125 8.674 -17.515
O 14.371 3.854 -19.823
O 11.390 6.089 -23.030
O 5.034 3.525 -20.631
O 10.693 6.987 -16.958
O 13.275 10.452 -21.901
O 15.389 9.011 -20.431
O 10.877 12.830 -19.882
O 12.852 6.304 -19.626
O 12.327 5.857 -25.848
C 8.745 11.567 -20.029
C 13.182 4.023 -19.054
C 6.863 8.203 -23.753
C 14.709 8.613 -21.597
C 8.534 3.154 -22.323
C 9.667 12.543 -19.286
C 11.761 7.744 -16.430
C 5.561 5.345 -19.139
C 10.813 6.676 -24.139
C 5.539 4.883 -20.536
C 6.173 9.354 -23.081
C 12.239 5.016 -19.689
C 7.682 7.392 -16.955
C 11.666 9.257 -16.811
C 13.274 9.085 -21.617
C 9.281 7.331 -20.360
C 11.848 7.025 -25.199
C 9.240 2.797 -21.021
H 12.729 8.599 -22.426
H 10.185 7.503 -23.808
H 11.251 4.860 -19.256
H 6.532 5.004 -20.969
H 15.325 8.929 -22.439
H 12.136 6.943 -19.625
H 14.691 7.523 -21.591
H 10.668 13.374 -20.645
H 10.734 7.171 -17.899
H 7.877 6.553 -17.623
H 4.096 3.588 -20.824
H 8.272 8.332 -19.434
H 8.961 1.799 -20.683
H 12.641 7.256 -16.850
H 9.220 2.792 -23.090
H 4.886 5.516 -21.136
H 15.205 8.447 -19.676
H 10.128 6.006 -24.658
H 12.752 3.032 -18.908
H 7.835 8.567 -24.088
H 6.613 7.351 -16.743
H 10.739 6.257 -22.345
H 8.041 11.102 -19.339
H 14.875 4.651 -20.004
H 11.634 5.451 -26.374
H 9.699 9.395 -16.794
H 11.400 7.693 -25.935
H 7.708 6.851 -22.481
H 6.592 2.950 -21.825
H 7.752 9.369 -16.969
H 12.548 9.753 -16.404
H 6.164 6.239 -18.982
H 11.541 9.389 -17.886
H 13.723 10.878 -21.167
H 11.801 7.596 -15.351
H 8.133 7.222 -15.977
H 9.935 12.265 -18.267
H 5.235 8.985 -22.665
H 9.216 4.641 -20.372
H 7.846 11.335 -21.615
H 12.797 8.819 -20.674
H 12.687 7.620 -24.835
H 5.985 10.164 -23.785
H 7.440 9.072 -21.659
H 6.172 4.669 -18.540
H 10.308 2.917 -21.200
H 4.250 4.571 -17.990
H 13.369 4.388 -18.045
H 8.452 4.214 -22.560
H 9.334 10.774 -20.489
H 9.033 13.428 -19.218
H 6.475 7.961 -24.742
H 12.109 4.724 -20.731
```

Computed properties:
maximum force = 3.199 eV Å⁻¹
net charge = 0
frontier orbital gap (alpha / beta) = 0.33848 / 0.10459 Eh
spin multiplicity = 2
HOMO level (alpha / beta) = -0.34042 / -0.34040 Eh

[2]
Entry from OMol25: 10 unconnected molecules or ions with the total composition C18H54BN2O15P at a distorted geometry (wB97M-V/def2-TZVPD).

XYZ file:
```
91
Properties=species:S:1:pos:R:3
P 3.001 -1.326 -3.463
O 1.971 -3.581 -1.486
O -5.373 -6.751 -1.347
O -4.312 -3.738 -3.141
O 6.685 2.935 3.077
O -2.658 1.712 -1.445
O 8.707 0.240 3.967
O 2.442 2.177 -2.312
O 2.298 2.014 1.003
O -7.426 1.208 1.767
O 0.818 0.633 -2.623
O 5.512 0.176 -0.240
O 2.529 0.147 -1.307
O -5.979 3.591 2.746
O -1.484 0.015 -1.002
O -2.820 4.610 -0.199
N -1.604 1.403 -1.049
N 4.481 -0.832 -3.311
C 1.972 1.097 -2.106
C 5.854 1.541 -0.047
C -8.314 0.785 2.785
C 2.767 3.171 1.677
C 3.606 -2.259 0.045
C -2.367 -3.027 -0.282
C -0.138 -0.357 -0.713
C -0.257 -1.495 -3.057
C -5.542 -5.489 -0.703
C -1.373 -2.473 -2.608
C -1.221 -3.264 -1.296
C 6.285 4.264 3.394
C 7.935 0.639 5.087
C -5.980 4.300 1.500
C -5.067 -2.678 -3.718
C 0.570 -0.726 -2.024
C -2.268 4.415 1.096
C 2.041 -1.111 -1.840
B 2.506 -2.402 -1.037
H -7.776 0.430 3.671
H -5.334 3.758 0.814
H 8.281 0.071 5.947
H -1.207 -4.332 -1.516
H -1.461 -3.205 -3.413
H -6.903 1.941 2.119
H 6.871 0.424 4.934
H -4.768 -4.833 -1.084
H 6.481 4.503 4.442
H 6.870 4.933 2.767
H -6.986 4.349 1.078
H -5.438 -5.575 0.382
H 8.409 0.749 3.207
H 5.128 -1.585 -3.522
H -0.185 -1.186 -0.007
H 1.976 -4.260 -0.803
H 5.523 -0.007 -1.188
H -5.584 5.309 1.629
H 2.289 4.080 1.302
H -2.478 5.304 1.686
H -3.215 -2.522 -0.744
H -0.735 -0.726 -3.668
H 2.515 3.054 2.729
H -2.722 3.550 1.590
H 3.675 -1.216 0.351
H -6.137 -2.800 -3.531
H -4.735 -1.754 -3.251
H 3.852 3.274 1.585
H 0.426 -2.021 -3.729
H -4.899 -2.607 -4.796
H -2.635 3.816 -0.710
H -2.042 -2.428 0.573
H 4.557 -2.493 -0.449
H 0.372 0.465 -0.208
H 2.838 -2.688 -3.768
H 2.217 -0.678 -4.432
H -1.184 4.271 1.055
H -0.291 -3.019 -0.791
H 5.145 2.200 -0.558
H 5.224 4.423 3.183
H 6.170 2.337 3.625
H -9.001 1.583 3.085
H -6.052 -7.348 -1.024
H -4.600 -4.563 -3.544
H 5.817 1.743 1.020
H -6.541 4.070 3.361
H 6.865 1.755 -0.406
H -6.518 -5.055 -0.937
H -8.901 -0.040 2.386
H 3.507 -2.919 0.912
H 2.513 2.107 0.068
H 8.065 1.706 5.291
H -2.733 -3.972 0.124
H -2.320 -1.934 -2.621
```

Computed properties:
maximum force = 1.020 eV Å⁻¹
net charge = 0
frontier orbital gap = 0.34185 Eh
structure (SMILES) = CCCC[C@]1(CON=O)OC(=O)O[C@@]1([PH2]=N)B(C)O.CO.CO.CO.CO.CO.CO.CO.CO.CO
HOMO level = -0.34105 Eh

[3]
Entry from OMol25: a molecular structure, C18H54BaNO12 at a distorted geometry (wB97M-V/def2-TZVPD).

XYZ file:
```
86
Properties=species:S:1:pos:R:3
Ba 20.204 -27.507 -18.990
O 17.668 -14.874 -9.726
O 20.742 -23.358 -12.082
O 26.062 -19.379 -10.796
O 26.609 -28.179 -10.136
O 14.498 -23.836 -12.628
O 18.471 -30.951 -14.289
O 19.719 -21.877 -20.158
O 18.508 -22.833 -5.717
O 14.807 -26.181 -17.993
O 25.919 -25.972 -16.978
O 22.530 -24.015 -12.894
O 20.772 -24.457 -13.901
N 21.338 -23.941 -12.994
C 18.221 -14.718 -11.021
C 17.928 -16.034 -11.699
C 28.087 -25.071 -16.578
C 18.309 -21.659 -4.981
C 12.565 -24.954 -11.789
C 25.162 -18.322 -10.412
C 27.868 -28.959 -8.186
C 18.059 -22.029 -3.549
C 13.895 -24.247 -11.405
C 20.176 -20.645 -19.756
C 13.713 -26.121 -18.852
C 18.523 -32.321 -12.348
C 18.316 -30.871 -12.912
C 27.294 -26.301 -16.979
C 25.994 -17.108 -10.106
C 27.556 -27.839 -9.174
C 12.496 -26.774 -18.233
C 19.053 -20.036 -18.960
H 12.738 -25.836 -12.405
H 11.730 -26.768 -19.008
H 27.666 -26.658 -17.939
H 24.424 -18.070 -11.173
H 26.590 -16.812 -10.969
H 19.294 -19.005 -18.699
H 18.809 -20.626 -18.076
H 20.511 -20.022 -20.584
H 21.070 -20.736 -19.139
H 17.743 -32.988 -12.714
H 18.440 -16.810 -11.130
H 13.992 -26.671 -19.751
H 27.066 -27.008 -8.668
H 19.283 -14.513 -10.886
H 18.381 -16.199 -12.676
H 29.165 -25.228 -16.547
H 17.965 -14.206 -9.104
H 18.894 -22.532 -6.542
H 19.086 -30.228 -12.485
H 24.629 -18.634 -9.515
H 13.467 -25.111 -19.178
H 17.332 -30.447 -12.709
H 26.948 -29.260 -7.684
H 19.294 -21.669 -20.993
H 18.495 -32.342 -11.259
H 19.166 -20.999 -5.121
H 12.077 -26.199 -17.407
H 27.685 -24.707 -15.632
H 28.562 -28.628 -7.413
H 26.794 -17.289 -9.388
H 27.860 -24.352 -17.365
H 25.738 -25.461 -16.186
H 13.702 -23.397 -10.749
H 17.736 -13.849 -11.465
H 18.854 -22.638 -3.119
H 28.474 -27.463 -9.625
H 27.536 -27.062 -16.238
H 28.334 -29.797 -8.704
H 12.558 -27.859 -18.140
H 19.519 -32.642 -12.654
H 11.882 -24.289 -12.318
H 14.615 -25.599 -17.254
H 17.812 -31.544 -14.657
H 18.133 -20.004 -19.544
H 17.948 -21.165 -2.894
H 16.869 -16.277 -11.786
H 25.487 -20.071 -11.133
H 17.402 -21.203 -5.377
H 17.171 -22.657 -3.477
H 12.062 -25.245 -10.867
H 26.262 -27.414 -10.600
H 15.409 -23.710 -12.355
H 25.502 -16.205 -9.745
H 14.595 -24.923 -10.913
```

Computed properties:
maximum force = 4.772 eV Å⁻¹
net charge = +1
energy above the lowest of the compared OMol25 structures with the same formula, charge and spin = 982.1 kJ/mol
frontier orbital gap = 0.07297 Eh
HOMO level = -0.32562 Eh

The lowest maximum force belongs to which entry? C18H54BN2O15P